Record 1
17
Properties=species:S:1:pos:R:3 method="wB97M-V/def2-TZVPD" spin_multiplicity=1 smiles="C[C@]12C=C[C@H](C1)C2" relative_energy_kcal_mol=108.2 lumo_ev=1.10 mol_weight_g_mol=94.16 total_energy_ev=-7416.3418
H -0.06544 2.29829 0.67244
H 1.76992 0.97974 -2.03447
H -0.87198 1.34504 -1.87049
C -0.67214 -0.50808 -0.66134
H -0.99473 -1.20772 2.03991
H -0.76045 -2.13854 0.59406
H -1.53662 1.27317 0.80709
C 1.58182 0.26053 0.02741
C -0.32621 0.89790 -1.04897
C -0.26210 -1.38128 1.26737
H -0.26648 -1.35612 -1.23372
C 1.19485 0.79152 -1.13775
C 0.24783 0.00085 0.73252
H -1.75419 -0.69737 -0.48888
H 0.63292 -1.89444 1.56679
H 2.59735 0.01196 0.33741
C -0.51434 1.32457 0.43063



Record 2
55
Properties=species:S:1:pos:R:3 method="wB97M-V/def2-TZVPD" total_charge=-1 spin_multiplicity=6 relative_energy_kcal_mol=0.0 lumo_ev="2.14 / -0.19" mol_weight_g_mol=833.82 total_energy_ev=-102486.4133
C -4.40042 -0.68562 -1.81406
H 0.08440 -4.32081 -1.77384
C 2.85231 -0.25520 3.45633
O 0.89442 -1.99960 -2.72901
Cl 2.91730 -1.83122 -4.77368
C 1.33815 -0.86631 -2.73848
H -3.96894 -5.17939 -0.66758
C -2.05895 -1.03988 -1.68448
H 0.01649 0.97653 4.23512
H -3.12346 0.54032 2.59646
S 0.79821 -2.35502 0.17297
C 3.45238 -1.52367 3.68933
O -0.33346 1.67851 1.82222
N 2.68324 1.46997 5.35958
C -1.77987 -3.01389 0.73814
B -1.13272 2.54682 -2.31043
N -2.50707 1.15864 2.09094
C -0.68393 -3.24074 -0.08828
O -2.63709 -1.78570 2.57346
F -0.50593 3.57820 -2.97031
F -2.40146 2.92423 -1.84165
H -5.12461 0.79811 -0.43781
C -3.27121 -1.33389 -2.27374
H -2.10541 2.29143 0.41443
F -1.23903 1.40302 -3.10073
O -0.58204 -1.29135 1.85232
O 1.14065 0.08393 -1.91016
H -2.01854 -5.57162 -2.13773
F -0.33286 2.21713 -1.12048
C -0.76568 -4.17183 -1.12251
N 1.90121 0.28117 1.16877
N 3.93923 -2.55013 3.88235
C -3.02165 0.51129 -0.26133
C -1.95073 -4.85798 -1.32621
C -4.26894 0.24659 -0.80195
H -3.81159 2.14773 0.81730
Cl 1.20005 0.48766 -5.03679
C -2.95881 -3.71596 0.52865
H -1.59042 1.62401 4.62576
C -1.25162 1.27672 2.55175
C 2.33232 0.03526 2.22557
H -1.41662 -0.08189 4.16670
C -1.69936 -1.95965 1.80317
C -2.87025 1.60115 0.76362
Cl 3.57884 0.60296 -3.38685
C -1.04032 0.92692 3.99264
N -1.93527 -0.15290 -0.68801
C -3.04754 -4.63588 -0.50209
Ir 0.17669 0.16366 -0.01426
C 2.24769 -0.42209 -3.93518
C 2.76266 0.70170 4.50370
H -3.79344 -3.51184 1.18651
H -3.30694 -2.05313 -3.07880
H -1.15118 -1.51950 -2.02222
H -5.37165 -0.88902 -2.24682